Molecular formula: C3H6N2O2
Method: DFT, wB97M-V/def2-TZVPD

Output
HOMO-LUMO gap ... 10.72 eV
HOMO ... -10.07 eV
SMILES string ... [H]/N=C(/C)O.N=C=O
Energy relative to the best compared isomer or geometry (same formula, charge and spin) ... 312.2 kJ/mol

The geometry in ORCA input format:
```
! RIJCOSX wB97M-V def2-TZVPD def2/J DEFGRID3
* xyz 0 1
C -0.514 0.353 1.857
H 1.103 0.775 -2.144
H -0.338 -1.702 0.921
O -1.027 -0.309 2.691
O 0.285 -0.996 0.690
N -0.376 1.416 1.208
C -0.043 -0.266 -0.723
H 1.585 -0.900 -1.937
N -1.159 -0.361 -1.240
H 2.014 0.272 -0.687
C 1.250 -0.009 -1.405
H -1.958 -0.564 -0.653
H -0.823 2.292 1.422
*
```

Mulliken atomic charge list, values in e, 4 entries: C 0.75; H 0.33; H 0.37; O -0.47